Density functional theory data (ωB97M-V/def2-TZVPD) for a single C11H12S molecule.

Structure (ORCA input):
```
! RIJCOSX wB97M-V def2-TZVPD def2/J DEFGRID3
* xyz 0 1
C 3.04498 -0.55647 0.96973
C 2.46086 0.39245 0.00475
C 3.35542 1.31979 -0.78806
C 1.15708 0.59383 -0.19402
C 0.15463 -0.50433 0.05773
C -1.23899 -0.44375 -0.10575
C -2.03153 -1.59364 -0.14637
C -3.42081 -1.51101 -0.11779
C -4.14183 -0.31723 -0.20243
C -3.36762 0.82844 -0.06398
C -1.97840 0.76544 -0.03096
S -1.17909 2.20622 0.20724
H 2.11279 -0.79852 1.55492
H 3.71018 -0.20493 1.78814
H 3.46487 -1.42393 0.49652
H 4.33628 1.61814 -0.13208
H 2.86888 2.17426 -1.12382
H 3.80073 0.78412 -1.60072
H 0.91297 1.48943 -0.76115
H 0.59608 -1.48014 0.25290
H -1.69410 -2.54771 0.17318
H -3.99778 -2.42586 -0.18773
H -5.15814 -0.30376 -0.07822
H -3.76746 1.93916 0.02798
*
```

**Relative energy (zero: lowest compared OMol25 entry of this formula, charge and spin)**: 156.08 kJ/mol
**LUMO energy (alpha / beta)**: -1.55 / -1.55 eV
**SMILES string**: CC(C)=C/C=C1/C=CC=CC1=S
**Strongest force on any atom**: 4.8 eV/Å
**HOMO level (alpha / beta)**: -7.368 / -7.369 eV

Here are the natural (NBO) charges for atoms 1 to 6, given in e:
1 C -0.6765
2 C 0.1152
3 C -0.6280
4 C -0.2775
5 C 0.0014
6 C -0.1843

Density functional theory data (ωB97M-V/def2-TZVPD) for a gas-phase ion, C5H10NO (charge -1).

Structure (ORCA input):
```
! RIJCOSX wB97M-V def2-TZVPD def2/J DEFGRID3
* xyz -1 1
C 2.39987 0.36407 -1.60975
C 1.27890 -0.09316 -1.00315
N 1.08707 -1.52126 -0.91548
C 0.49899 0.82117 0.10605
C -0.96670 0.74292 0.16523
C -1.56285 -0.02100 1.43222
O -2.84208 -0.22970 1.59477
H 3.15348 -0.30537 -2.14689
H 2.65224 1.43749 -1.67736
H 1.95168 -2.04644 -0.90384
H 0.38138 -1.70726 -0.22530
H 1.07379 0.58862 1.08643
H 0.87797 1.77650 -0.23659
H -1.42931 0.39455 -0.76014
H -1.37005 1.80044 0.15995
H -1.16419 0.61754 2.29862
H -0.88910 -0.95365 1.51172
*
```

**Relative energy (zero: lowest compared OMol25 entry of this formula, charge and spin)**: 108.92 kJ/mol
**LUMO energy**: 3.67 eV
**SMILES string**: C=C(N)CCC[O-]
**Strongest force on any atom**: 4.1 eV/Å
**HOMO level**: -2.397 eV

Here are the natural (NBO) charges for atoms 1 to 6, given in e:
1 C -0.5668
2 C 0.2305
3 N -0.8624
4 C -0.4186
5 C -0.4884
6 C 0.0455

Question: relative energy (zero: lowest compared OMol25 entry of this formula, charge and spin) of number 2 (C5H10NO)?
Answer: 108.92 kJ/mol